Density functional theory data (wB97M-V/def2-TZVPD) for a 5-piece molecular cluster, CH14N2O4 overall in a non-equilibrium geometry.

Summary:
E: -456.9081 Eh
E_HOMO: -7.96 eV
Gap between HOMO and LUMO: 8.27 eV
Relative energy (zero: lowest compared OMol25 entry of this formula, charge and spin): 45.0 kcal per mole
SMILES string: NCN.O.O.O.O
Total charge: 0

Each line ends with the Mulliken charge.
Cartesian coordinates (Å):
N  1.363  -1.454  1.275  -0.43
C  0.372  -2.374  0.788  -0.26
N  -0.176  -2.103  -0.494  -0.45
H  1.786  -1.543  2.183  0.13
H  1.995  -0.909  0.713  0.16
H  0.783  -3.408  0.843  0.27
H  -0.412  -2.432  1.550  0.26
H  -0.411  -1.129  -0.598  0.15
H  -0.675  -2.807  -0.999  0.18
H  -2.136  3.463  -2.722  0.32
H  -1.037  3.220  -3.742  0.29
O  -1.231  3.130  -2.808  -0.61
H  -3.643  -0.497  -1.749  0.30
H  -3.424  -1.687  -2.791  0.31
O  -3.143  -1.252  -1.986  -0.61
H  -1.849  1.938  -0.103  0.30
H  -1.104  3.328  0.271  0.31
O  -1.254  2.409  0.489  -0.62
H  4.639  0.359  3.930  0.32
H  3.683  0.514  2.804  0.32
O  4.550  0.790  3.084  -0.63